Record 1
C8H18O2 in the gas phase. Source: the OMol25 dataset; level of theory: the ωB97M-V functional and the def2-TZVPD basis.

Calculated values
HOMO-LUMO gap: 10.80 eV
SMILES: CCC(C)(C)CC(C)(O)O
Relative energy (zero: lowest compared OMol25 entry of this formula, charge and spin): 8.2 kcal per mole
Highest occupied orbital energy: -10.0 eV
LUMO energy: 0.764 eV

```
28
Properties=species:S:1:pos:R:3:forces:R:3
C 1.09249 2.69209 -0.27533 0.118 -0.192 -0.008
C 1.62493 1.28039 -0.50155 -0.229 0.062 0.040
C 0.57270 0.14552 -0.51425 0.118 -0.113 -0.016
C 1.28533 -1.10380 -1.04806 -0.156 0.180 0.047
C -0.56501 0.51470 -1.47059 0.217 -0.039 0.184
C 0.10622 -0.06510 0.94037 -0.263 -0.010 0.086
C -1.17474 -0.84654 1.30293 0.417 -0.355 -0.316
C -1.27923 -2.25609 0.70074 -0.056 0.404 0.236
O -2.35292 -0.11726 1.02315 -0.197 0.195 -0.020
O -1.12624 -0.94958 2.70370 0.000 0.061 0.169
H 0.47663 3.01996 -1.10860 -0.085 0.083 -0.059
H 0.50507 2.76103 0.63654 -0.083 0.080 0.087
H 1.92828 3.38280 -0.18593 0.012 0.112 0.012
H 2.15126 1.26897 -1.45905 0.071 -0.085 -0.023
H 2.35826 1.05243 0.27497 0.097 -0.077 -0.013
H 1.66881 -0.91485 -2.04915 0.054 0.003 -0.118
H 2.12473 -1.36437 -0.40767 0.128 -0.052 0.079
H 0.61969 -1.95796 -1.10186 -0.060 -0.152 -0.016
H -1.15347 1.34271 -1.08309 -0.118 0.139 -0.017
H -0.14957 0.81798 -2.43021 -0.020 0.041 -0.130
H -1.21630 -0.33755 -1.65572 -0.122 -0.096 -0.041
H -0.04439 0.91049 1.40652 0.001 -0.033 0.069
H 0.90935 -0.55704 1.49194 0.092 0.028 0.008
H -2.13383 -2.76094 1.14857 -0.051 0.003 0.024
H -1.43039 -2.21953 -0.37396 0.029 -0.029 -0.145
H -0.38124 -2.82062 0.93064 0.108 -0.095 -0.035
H -2.38099 0.09988 0.08727 -0.013 -0.026 -0.047
H -2.03545 -1.01774 3.01766 -0.008 -0.038 -0.037
```
Forces are in eV/Å.

natural (NBO) population analysis, charges in e, atoms 1 to 8:
1. C -0.6117
2. C -0.3861
3. C -0.0410
4. C -0.6046
5. C -0.6312
6. C -0.4427
7. C 0.5203
8. C -0.6505

---

Record 2
3 unconnected molecules or ions with the total composition C8H18O5S2. Source: the OMol25 dataset; level of theory: the ωB97M-V functional and the def2-TZVPD basis.

Calculated values
HOMO-LUMO gap: 9.05 eV
Relative energy (zero: lowest compared OMol25 entry of this formula, charge and spin): 50.9 kcal per mole
Highest occupied orbital energy: -8.7 eV
LUMO energy: 0.387 eV

```
33
Properties=species:S:1:pos:R:3:forces:R:3
C 6.95081 -24.78669 25.11220 0.034 -0.344 -0.318
C 6.21552 -25.15760 23.80267 0.052 -0.200 1.569
C 5.14400 -24.18767 23.21945 1.387 -1.068 3.036
O 5.54446 -24.11877 21.90472 -0.315 1.156 -3.027
C 6.73210 -24.72142 21.61663 1.316 -1.389 -1.135
O 7.30670 -24.94385 20.54926 -2.406 1.510 2.701
O 7.22761 -25.16608 22.77925 -0.201 -0.863 0.451
H 7.76130 -24.11415 24.83132 -0.335 0.566 0.502
H 7.45008 -25.62971 25.58984 0.112 -0.494 -0.649
H 6.30717 -24.50907 25.94692 -0.236 0.859 -0.407
H 5.75247 -26.11951 24.02270 0.303 -0.499 -0.883
H 5.25035 -23.34357 23.90084 0.162 1.240 -1.097
H 4.11144 -24.49004 23.39402 0.094 -0.507 -0.746
C -0.33101 -26.26293 21.19748 -1.485 1.234 0.019
S -0.36194 -27.79088 22.23027 1.597 0.526 1.394
O 0.43843 -27.39119 23.47968 -1.160 -0.507 -1.715
C -2.10090 -27.85002 22.74470 -0.214 1.611 -1.093
H -0.88850 -26.15726 20.26682 0.218 -1.463 -0.588
H 0.65556 -25.83521 21.01904 0.174 -0.689 0.389
H -0.93315 -25.48414 21.66546 0.378 0.087 1.165
H -2.34724 -28.59088 23.50533 0.420 0.049 -0.261
H -2.69310 -27.92350 21.83256 -0.048 -0.790 -0.108
H -2.36245 -26.83079 23.02906 0.149 -0.041 0.791
C 4.98350 -29.44915 18.11851 1.836 -0.198 -0.422
S 5.35831 -30.83212 16.97849 -1.153 -0.337 -2.335
O 4.21239 -30.93472 15.93281 1.841 0.371 2.022
C 6.85130 -30.23483 15.94421 -0.825 -0.253 0.901
H 4.79298 -28.59498 17.46876 -0.834 0.097 0.654
H 5.89606 -29.24974 18.68026 0.668 0.166 -0.458
H 4.40758 -29.76402 18.98872 -1.165 0.054 -0.901
H 7.28131 -31.16144 15.56399 0.031 -0.017 0.280
H 7.54760 -29.70653 16.59551 0.048 -0.064 -0.107
H 6.57260 -29.65118 15.06685 -0.446 0.197 0.376
```
Forces are in eV/Å.

natural (NBO) population analysis, charges in e, atoms 1 to 8:
1. C -0.6452
2. C 0.0702
3. C -0.0935
4. O -0.4927
5. C 0.9846
6. O -0.5764
7. O -0.4936
8. H 0.2284

---

Record 3
2 unconnected molecules or ions with the total composition C8H18OSi. Source: the OMol25 dataset; level of theory: the ωB97M-V functional and the def2-TZVPD basis.

Calculated values
HOMO-LUMO gap (alpha / beta): 6.42 / 7.04 eV
Relative energy (zero: lowest compared OMol25 entry of this formula, charge and spin): 12.8 kcal per mole
Highest occupied orbital energy (alpha / beta): -5.8 / -8.9 eV
LUMO energy (alpha / beta): 0.631 / -1.907 eV
2S+1: 3

```
28
Properties=species:S:1:pos:R:3:forces:R:3
C -2.91184 0.17827 0.87283 2.837 1.296 0.816
C -2.64183 0.59289 2.14872 -1.130 0.031 -1.326
C -4.19293 -0.31515 0.28732 2.280 0.440 -1.286
C -1.38879 1.18194 2.74094 1.765 -3.255 1.528
C 1.15284 -1.69702 -1.28407 0.274 -0.961 3.529
C 1.21600 0.78730 -1.61927 -1.511 -1.997 1.928
C 3.22890 -0.75802 -1.91478 -1.227 0.634 -0.943
C 1.99631 -0.45324 -1.04914 -1.334 -1.423 -1.763
O 3.15029 1.12018 0.72778 1.752 2.088 1.647
Si 2.25515 -0.22282 0.86043 -0.281 -1.041 -0.829
H -2.01907 0.19073 0.11315 -1.558 -0.103 1.517
H -3.47773 0.72060 2.86384 0.160 -0.499 -0.571
H -3.87673 -1.29345 -0.09608 -1.110 -0.055 -0.058
H -4.53082 0.33957 -0.51796 0.367 -0.174 -0.409
H -4.97323 -0.26176 0.95530 -1.708 -0.689 1.800
H -1.34255 2.21098 2.61181 -0.089 2.033 0.062
H -0.39103 0.78883 2.39328 -1.112 0.160 -0.492
H -1.27114 0.89184 3.85877 -0.698 0.822 -1.592
H 0.93767 -1.83869 -2.26395 -1.290 0.113 -3.096
H 1.73706 -2.57177 -1.09595 1.147 -0.656 0.251
H 0.33974 -1.97515 -0.61075 -0.678 0.966 -0.190
H 0.37296 0.48741 -2.27825 0.855 0.106 -0.003
H 1.78546 1.57975 -1.97986 1.188 1.126 -0.853
H 0.72898 1.14029 -0.72013 -0.554 0.710 0.017
H 2.87846 -1.08273 -2.96901 0.563 0.172 1.708
H 3.61841 0.21099 -2.04849 1.481 0.986 -0.377
H 3.93596 -1.42770 -1.46432 0.265 -0.413 -0.002
H 3.68347 1.47591 1.47786 -0.654 -0.416 -1.014
```
Forces are in eV/Å.

natural (NBO) population analysis, charges in e, atoms 1 to 8:
1. C -0.1653
2. C -0.2093
3. C -0.6440
4. C -0.6490
5. C -0.6359
6. C -0.6284
7. C -0.6155
8. C -0.3900

---

Record 4
A gas-phase ion, C8H19BrN2OP (charge +1). Source: the OMol25 dataset; level of theory: the ωB97M-V functional and the def2-TZVPD basis.

Calculated values
HOMO-LUMO gap: 8.60 eV
SMILES: C[C@@H](Br)C[C@@H]1CN(P(C)O)CC[NH2+]1
Net charge: +1
Highest occupied orbital energy: -11.9 eV
LUMO energy: -3.262 eV

```
32
Properties=species:S:1:pos:R:3:forces:R:3
C -1.54506 -0.38163 -2.10657 -0.413 0.182 0.032
C -2.11052 0.43437 -0.96006 -0.497 -0.087 -0.408
Br -3.94078 0.94631 -1.50716 0.199 0.056 0.077
C -2.23191 -0.33080 0.35359 0.458 -0.113 -0.029
C -1.16171 -0.14510 1.45958 -0.435 0.171 -0.557
C -0.21287 1.07711 1.43088 0.515 -0.118 0.702
N 1.10337 0.91244 0.82559 -0.140 -0.642 -0.952
P 1.19936 1.44001 -0.82265 0.167 0.597 -0.104
C 2.40025 0.29360 -1.61790 -0.100 -0.257 0.338
O 2.17079 2.75579 -0.59612 0.227 -0.177 -0.546
C 1.72543 -0.33623 1.22742 -0.438 0.420 0.353
C 0.86928 -1.51490 0.79420 0.435 -0.098 0.434
N -0.36069 -1.42584 1.64021 0.140 0.296 0.413
H -1.51457 0.24798 -2.98678 0.270 0.017 -0.219
H -0.55249 -0.77068 -1.89340 0.162 -0.007 0.003
H -2.22393 -1.20065 -2.33012 0.066 -0.237 0.023
H -1.58733 1.37681 -0.89359 0.049 0.106 0.251
H -2.27560 -1.38892 0.09207 -0.117 -0.202 -0.008
H -3.19223 -0.11324 0.79924 -0.114 0.145 0.186
H -1.71128 -0.06380 2.38882 -0.123 -0.023 0.212
H -0.69984 1.94114 0.99809 -0.283 0.010 -0.178
H -0.04415 1.34445 2.47615 0.049 0.058 0.151
H 1.86187 -0.46045 -2.18414 -0.086 -0.147 -0.143
H 2.99048 0.86738 -2.32390 -0.018 0.171 -0.192
H 3.10722 -0.21051 -0.96422 0.094 0.091 0.022
H 2.46495 3.05522 -1.47901 -0.111 0.183 0.594
H 2.75042 -0.42571 0.90262 0.075 0.028 -0.141
H 1.75194 -0.35192 2.32241 0.243 0.011 0.172
H 1.36412 -2.45076 1.03150 -0.069 -0.254 -0.098
H 0.59972 -1.46807 -0.25189 -0.131 -0.080 -0.154
H -0.02651 -1.41017 2.60796 -0.028 -0.171 -0.009
H -0.96773 -2.24322 1.56720 -0.045 0.068 -0.226
```
Forces are in eV/Å.

natural (NBO) population analysis, charges in e, atoms 1 to 8:
1. C -0.6345
2. C -0.2258
3. Br 0.0029
4. C -0.4670
5. C -0.0518
6. C -0.2492
7. N -0.7196
8. P 1.2285

---

Record 5
2 unconnected molecules or ions with the total composition C8H19IN. Source: the OMol25 dataset; level of theory: the ωB97M-V functional and the def2-TZVPD basis.

Calculated values
HOMO-LUMO gap (alpha / beta): 7.68 / 7.68 eV
Net charge: +1
Relative energy (zero: lowest compared OMol25 entry of this formula, charge and spin): 39.3 kcal per mole
Highest occupied orbital energy (alpha / beta): -11.5 / -11.5 eV
LUMO energy (alpha / beta): -3.844 / -3.845 eV

```
29
Properties=species:S:1:pos:R:3:forces:R:3
C 3.11028 1.15885 -0.17063 -0.107 -0.062 0.023
C -2.08134 -2.92117 -0.50371 0.100 0.046 -0.103
C 0.29159 2.00693 1.05401 0.034 0.159 0.040
C 0.19752 1.69490 -1.43910 -0.164 0.085 -0.345
C 1.82704 0.30190 -0.07078 0.356 0.042 -0.048
C -1.01961 -1.82905 -0.65377 -0.411 -0.011 0.099
C 0.65913 1.20793 -0.13502 -1.537 -1.477 0.405
C -1.27039 -0.58603 0.15095 1.224 1.682 -0.373
N -1.34401 -0.92348 1.62119 -0.242 -0.032 -0.095
I -3.04227 0.51994 -0.35324 0.341 -0.429 0.248
H 3.11952 1.73185 -1.09471 0.050 0.051 -0.052
H 3.98036 0.50777 -0.16126 0.044 -0.010 0.000
H 3.18277 1.84378 0.67127 0.058 0.060 0.022
H -1.87388 -3.74125 -1.18516 0.005 -0.125 0.016
H -3.06288 -2.52186 -0.75052 -0.102 -0.043 0.018
H -2.10936 -3.33821 0.50562 -0.038 -0.071 0.006
H 0.80854 2.97033 1.00285 0.079 0.059 0.017
H 0.58085 1.53235 1.98779 0.050 -0.052 0.102
H -0.77097 2.24809 1.05324 -0.101 0.006 -0.033
H -0.88655 1.84836 -1.43610 0.088 0.002 0.014
H 0.47158 1.02678 -2.25132 0.019 -0.009 -0.050
H 0.61833 2.68305 -1.64224 0.148 0.086 0.029
H 1.81854 -0.40307 -0.90252 -0.104 -0.028 0.040
H 1.86320 -0.25059 0.87055 -0.096 0.001 -0.001
H -0.04158 -2.22710 -0.36404 0.135 0.020 -0.031
H -0.95506 -1.53722 -1.70188 0.100 0.045 0.004
H -2.07667 -1.62371 1.81883 0.176 0.191 0.114
H -1.55410 -0.07229 2.15598 0.098 -0.286 -0.065
H -0.44060 -1.30778 1.92371 -0.205 0.102 -0.005
```
Forces are in eV/Å.

natural (NBO) population analysis, charges in e, atoms 1 to 8:
1. C -0.5876
2. C -0.6233
3. C -0.7435
4. C -0.7509
5. C -0.5160
6. C -0.5211
7. C 0.4717
8. C -0.1428

---

Record 6
2 unconnected molecules or ions with the total composition C8H19N. Source: the OMol25 dataset; level of theory: the ωB97M-V functional and the def2-TZVPD basis.

Calculated values
HOMO-LUMO gap: 9.99 eV
SMILES: C=C(C)C(C)(C)C.CN
Relative energy (zero: lowest compared OMol25 entry of this formula, charge and spin): 23.2 kcal per mole
Highest occupied orbital energy: -9.1 eV
LUMO energy: 0.865 eV

```
28
Properties=species:S:1:pos:R:3:forces:R:3
C 1.45656 0.55089 1.01098 -0.628 0.146 -0.438
C 0.16045 0.74708 0.70831 0.682 -0.298 0.198
C -0.84893 0.66629 1.82893 -0.087 -0.226 0.073
C -0.30612 1.07730 -0.72758 0.020 0.099 -0.490
C 0.28764 2.43498 -1.15695 0.118 0.107 0.031
C -1.84043 1.17283 -0.87321 0.015 -0.065 0.269
C 0.17265 -0.00402 -1.72324 0.099 -0.092 0.065
H 1.78076 0.33982 2.02718 -0.138 -0.008 -0.135
H 2.24193 0.61634 0.26340 -0.092 0.001 0.034
H -1.78011 0.18717 1.51785 0.002 0.197 -0.022
H -0.47027 0.06312 2.66305 0.106 0.265 -0.146
H -1.07435 1.66745 2.20842 -0.170 -0.086 -0.039
H 1.38211 2.40522 -1.20329 -0.161 -0.059 0.107
H -0.06770 2.72331 -2.15338 -0.036 -0.122 0.123
H 0.00202 3.23081 -0.45969 0.035 -0.117 -0.054
H -2.12310 1.43139 -1.90088 0.231 -0.030 0.145
H -2.26209 1.94278 -0.21761 0.045 -0.110 -0.045
H -2.32740 0.21819 -0.64250 0.070 0.133 0.004
H 1.25915 -0.13966 -1.70406 -0.131 0.078 0.095
H -0.28908 -0.97340 -1.50846 0.045 0.077 0.039
H -0.09779 0.26130 -2.75218 -0.042 0.084 0.174
C 1.19023 -3.12528 0.50101 0.240 0.006 0.206
N -0.22784 -2.85952 0.66659 -0.542 0.311 0.057
H 1.74421 -2.82844 1.39612 0.384 -0.058 -0.113
H 1.58481 -2.56671 -0.35261 -0.094 -0.096 0.101
H 1.35382 -4.19048 0.32007 0.015 0.092 -0.002
H -0.36904 -1.84953 0.68649 0.019 -0.258 0.028
H -0.53209 -3.19921 1.57724 -0.007 0.031 -0.264
```
Forces are in eV/Å.

natural (NBO) population analysis, charges in e, atoms 1 to 8:
1. C -0.4211
2. C 0.0448
3. C -0.6609
4. C -0.1040
5. C -0.5925
6. C -0.6068
7. C -0.6005
8. H 0.1985

---

Ordered max |F| results: 0.632; 3.920; 4.005; 1.157; 2.170; 0.780; unit eV Å⁻¹.